A cluster of 2 separate species, C3H10N2O2 in total in a non-equilibrium geometry. Source: the Open Molecules 2025 dataset; level of theory: ωB97M-V with the def2-TZVPD basis set.

```
17
Properties=species:S:1:pos:R:3:lowdin_charge:R:1
N -0.4584 -1.5002 2.0791 0.01
C -1.2045 -1.2727 0.8343 -0.19
C -0.3196 -0.8474 -0.3867 -0.49
N -0.3750 0.5043 -0.6124 -0.01
C -0.0914 1.0606 -1.9221 -0.08
O 0.0720 -1.6517 -1.2146 0.05
H -0.3511 -0.5492 2.3980 0.05
H 0.5108 -1.7096 1.8195 0.08
H -1.7642 -2.0798 0.3836 0.11
H -1.8401 -0.4347 1.0455 0.09
H -0.7237 0.9873 0.2190 0.13
H -0.5611 1.9999 -2.0720 0.07
H 1.0062 0.8973 -2.0721 0.10
H -0.4906 0.4264 -2.7345 0.09
H 2.5760 3.2758 1.1627 0.04
H 1.1112 3.0251 1.2145 0.03
O 1.9218 2.6259 0.8777 -0.07
```

Calculated values
Energy above the lowest of the compared OMol25 structures with the same formula, charge and spin in eV: 1.801
E_tot in eV: -10347.6870
HOMO in eV: -9.10
HOMO-LUMO gap in eV: 9.417


A structure of composition C3H10N2O2 in a non-equilibrium geometry. Source: the Open Molecules 2025 dataset; level of theory: ωB97M-V with the def2-TZVPD basis set.

```
17
Properties=species:S:1:pos:R:3:lowdin_charge:R:1
C -1.0851 -1.8538 0.0058 0.05
C -0.8710 1.0543 -0.5957 -0.19
C -0.1241 -0.0640 0.2146 -0.47
N 2.0034 0.8600 0.1711 0.00
N 1.1589 -0.1473 -0.4681 -0.08
O -2.1353 1.4720 -0.0104 -0.11
O -0.0977 0.2015 1.5734 -0.04
H -1.3270 -1.8218 -1.0705 0.03
H -0.2309 -2.4274 0.3362 0.01
H -1.8957 -1.7355 0.7654 0.04
H -0.9249 0.7715 -1.6652 0.12
H -0.3206 2.0418 -0.3300 0.14
H 2.5729 1.2655 -0.5586 0.07
H 2.5451 0.3581 0.9186 0.10
H 1.6106 -1.0673 -0.3911 0.11
H -2.9484 1.2372 -0.4844 0.08
H -1.0394 0.2241 1.9478 0.14
```

Calculated values
Energy above the lowest of the compared OMol25 structures with the same formula, charge and spin in eV: 4.632
E_tot in eV: -10344.8556
HOMO in eV: -8.63
HOMO-LUMO gap in eV: 9.463


A cluster of 2 separate species, C3H10N2O2 in total in a non-equilibrium geometry. Source: the Open Molecules 2025 dataset; level of theory: ωB97M-V with the def2-TZVPD basis set.

```
17
Properties=species:S:1:pos:R:3:lowdin_charge:R:1
C 2.9358 0.4888 -0.5927 -0.05
C 2.1274 -0.5669 0.2566 -0.11
C 0.7153 -0.1417 0.1854 -0.54
N -3.0424 0.8897 0.0440 -0.05
N -2.9674 -0.5599 0.0355 -0.08
O 0.3688 1.0155 0.4613 0.04
O -0.1698 -1.1160 -0.1161 0.05
H 3.9126 0.2181 -0.4664 0.04
H 2.9038 1.4786 -0.3671 0.04
H 2.6598 0.2821 -1.5937 0.08
H 2.1516 -1.4601 -0.2819 0.10
H 2.4101 -0.4710 1.2811 0.12
H -3.9101 1.2739 0.5383 0.10
H -2.2796 1.2875 0.4859 0.01
H -3.5514 -0.8195 -0.7479 0.08
H -3.1377 -1.0917 0.8719 0.08
H -1.1269 -0.7075 0.0059 0.10
```

Calculated values
Energy above the lowest of the compared OMol25 structures with the same formula, charge and spin in eV: 2.238
E_tot in eV: -10347.2500
HOMO in eV: -9.86
HOMO-LUMO gap in eV: 10.771


A cluster of 3 separate species, C3H10N2O2 in total in a non-equilibrium geometry. Source: the Open Molecules 2025 dataset; level of theory: ωB97M-V with the def2-TZVPD basis set.

```
17
Properties=species:S:1:pos:R:3:lowdin_charge:R:1
C -0.8299 -1.1544 1.6592 -0.06
N 0.4113 -1.0912 1.3524 0.05
O -1.9585 -0.8552 -0.3807 -0.17
H -1.7210 -1.6049 -0.9426 0.06
H 0.8485 -1.9620 1.0723 0.09
H 0.9254 0.0344 0.7403 0.06
H -1.3679 -2.0873 1.8037 0.09
H -1.3136 -0.2386 1.9719 0.09
C 2.1143 0.6588 -0.9305 -0.26
C -1.3862 1.4330 -0.7029 -0.03
O 1.2332 1.0042 0.1007 -0.32
N -0.9048 0.2916 -0.9267 0.06
H 1.6776 -0.1218 -1.5736 0.05
H 3.0789 0.3041 -0.5357 0.06
H 2.3078 1.5347 -1.5610 0.06
H -0.7532 2.2869 -0.8996 0.09
H -2.3618 1.5678 -0.2473 0.09
```

Calculated values
Energy above the lowest of the compared OMol25 structures with the same formula, charge and spin in eV: 5.964
E_tot in eV: -10343.5243
HOMO in eV: -8.14
HOMO-LUMO gap in eV: 8.839


A cluster of 2 separate species, C3H10N2O2 in total in a non-equilibrium geometry. Source: the Open Molecules 2025 dataset; level of theory: ωB97M-V with the def2-TZVPD basis set.

```
17
Properties=species:S:1:pos:R:3:lowdin_charge:R:1
C 0.2855 -0.3157 -1.4270 -0.23
C 1.6911 -0.8678 -1.2460 -0.18
C -1.0440 -0.6555 0.5302 -0.25
O -2.2095 -0.8490 0.2279 0.06
H -0.3214 -1.3793 0.9262 0.15
H -0.3831 -1.0719 -1.8406 0.07
H 0.2620 0.4997 -2.1630 0.07
H 2.1018 -1.2582 -2.1819 0.06
H 1.6965 -1.6849 -0.5179 0.05
H 2.3777 -0.0990 -0.8797 0.06
N -0.6087 0.7647 0.8939 -0.33
N 0.1404 0.9213 2.0534 0.08
O -1.6782 1.6770 0.7310 -0.01
H -2.3928 1.0800 0.4065 0.09
H 0.0584 0.5164 -0.4242 0.13
H 0.4990 1.8734 2.0473 0.10
H -0.4746 0.8488 2.8637 0.09
```

Calculated values
Energy above the lowest of the compared OMol25 structures with the same formula, charge and spin in eV: 6.022
E_tot in eV: -10343.4658
HOMO in eV: -8.39
HOMO-LUMO gap in eV: 8.950


A cluster of 2 separate species, C3H10N2O2 in total in a non-equilibrium geometry. Source: the Open Molecules 2025 dataset; level of theory: ωB97M-V with the def2-TZVPD basis set.

```
17
Properties=species:S:1:pos:R:3:lowdin_charge:R:1
C -0.4254 1.1713 1.6486 -0.18
C -1.7694 -1.1121 -0.9616 -0.09
C 1.3828 0.6187 -0.9171 -0.03
N 0.3250 -0.2615 -0.3285 -0.28
N 0.7185 1.5745 2.0215 0.01
O -0.4809 -0.7393 -1.4058 -0.17
O 0.8987 -1.3665 0.3030 -0.03
H 1.5211 -1.8093 -0.3031 0.10
H 1.1902 0.9438 2.6705 0.04
H -0.9799 1.8154 0.9754 0.06
H -0.9688 0.3253 2.0728 0.07
H -2.3168 -0.2410 -0.5874 0.08
H -1.7025 -1.8765 -0.1837 0.08
H -2.2666 -1.5201 -1.8416 0.09
H 2.0005 0.9999 -0.1089 0.07
H 1.9967 0.0476 -1.6242 0.09
H 0.8767 1.4297 -1.4300 0.09
```

Calculated values
Energy above the lowest of the compared OMol25 structures with the same formula, charge and spin in eV: 5.398
E_tot in eV: -10344.0895
HOMO in eV: -9.33
HOMO-LUMO gap in eV: 10.224


A cluster of 2 separate species, C3H10N2O2 in total in a non-equilibrium geometry. Source: the Open Molecules 2025 dataset; level of theory: ωB97M-V with the def2-TZVPD basis set.

```
17
Properties=species:S:1:pos:R:3:lowdin_charge:R:1
O 0.0466 3.5249 1.7013 0.06
C -0.7367 3.1957 0.8513 -0.38
O -1.7480 4.0076 0.4111 0.04
H -0.7091 2.1986 0.3115 0.10
H -2.2542 3.5647 -0.3019 0.11
C 0.8767 -2.6763 -0.7556 -0.15
N 0.7722 -1.8276 0.4265 -0.13
C -0.2011 -0.7333 0.2405 -0.33
N 0.3670 0.4432 -0.4076 -0.02
H 1.5401 -3.5415 -0.5777 0.08
H -0.0808 -3.0675 -1.1153 0.07
H 1.3248 -2.1063 -1.5706 0.07
H 0.4948 -2.3825 1.2243 0.09
H -0.5735 -0.4481 1.2112 0.10
H -1.0650 -1.0921 -0.3507 0.11
H 1.2372 0.7313 0.0785 0.09
H 0.7090 0.2094 -1.3767 0.09
```

Calculated values
Energy above the lowest of the compared OMol25 structures with the same formula, charge and spin in eV: 1.578
E_tot in eV: -10347.9094
HOMO in eV: -9.37
HOMO-LUMO gap in eV: 10.073


A cluster of 2 separate species, C3H10N2O2 in total. Source: the Open Molecules 2025 dataset; level of theory: ωB97M-V with the def2-TZVPD basis set.

```
17
Properties=species:S:1:pos:R:3:lowdin_charge:R:1
C -0.1517 -0.7028 0.9335 -0.36
C 1.1080 -1.3797 0.3840 -0.10
N -1.3758 -1.4705 0.8215 -0.01
H -1.2885 -2.3512 1.3180 0.06
H -1.5560 -1.6870 -0.1527 0.06
H -0.0067 -0.4660 1.9920 0.11
H -0.3194 0.2304 0.4021 0.04
H 1.3723 -2.2450 0.9944 0.07
H 0.9371 -1.7107 -0.6437 0.07
H 1.9460 -0.6859 0.3856 0.06
N 0.3790 1.9535 -0.9713 -0.04
C -0.6217 1.2317 -1.5191 -0.40
O 0.1313 2.9311 -0.0165 -0.01
O -0.4565 0.3898 -2.3590 0.04
H 0.1912 2.5277 0.8632 0.10
H 1.3128 1.9404 -1.3476 0.16
H -1.6014 1.4943 -1.0843 0.15
```

Calculated values
Energy above the lowest of the compared OMol25 structures with the same formula, charge and spin in eV: 2.963
E_tot in eV: -10346.5248
HOMO in eV: -9.33
HOMO-LUMO gap in eV: 10.036